(1)
Molecular formula: C10H19BFN3OS
Method: DFT, ωB97M-V/def2-TZVPD

Computed properties:
Energy   -31415.8243 eV
LUMO level   -0.600 eV
Frontier orbital gap   7.14 eV

Each line ends with the natural charge from an NBO analysis.
Positions of all 36 atoms, in Å:
C  3.234  2.125  1.958  -0.383
C  3.291  1.340  0.660  -0.237
C  1.929  0.518  0.262  0.187
C  1.781  -0.933  1.011  -0.043
S  2.960  -1.718  2.235  0.053
N  0.453  -1.370  0.433  -0.405
C  -0.021  -2.729  0.897  -0.234
C  -0.966  -3.532  -0.196  -0.637
C  -0.169  -0.347  -0.515  0.699
N  -1.512  -0.493  -1.210  -0.663
C  -2.658  0.043  -0.380  -0.226
C  -2.722  -0.529  1.160  -0.656
N  0.768  0.835  -0.654  -0.674
B  0.700  2.109  -1.475  1.187
C  -0.650  2.966  -1.853  -1.040
O  2.007  2.630  -2.009  -0.891
H  3.729  3.184  2.024  0.228
H  2.635  1.688  2.893  0.220
H  4.297  1.327  0.050  0.255
H  2.216  -1.805  3.443  0.158
H  -0.536  -2.722  1.963  0.223
H  0.952  -3.408  1.029  0.239
H  -1.080  -4.637  0.241  0.219
H  -2.046  -3.093  -0.310  0.241
H  -0.403  -3.668  -1.237  0.250
H  -1.498  -0.113  -2.183  0.493
H  -3.717  -0.212  -0.867  0.231
H  -2.656  1.233  -0.285  0.180
H  -3.809  -0.276  1.584  0.229
H  -1.964  0.041  1.878  0.210
H  -2.605  -1.689  1.261  0.214
H  -0.700  3.952  -1.193  0.243
H  -1.647  2.354  -1.859  0.270
H  -0.498  3.354  -2.972  0.279
H  1.941  3.635  -1.935  0.497
F  -1.038  -0.056  -3.847  -0.915



(2)
Molecular formula: C10H19Cl2O4S2
Method: DFT, ωB97M-V/def2-TZVPD

Computed properties:
Energy   -65578.3959 eV
Net charge   -1
LUMO level   2.219 eV
Frontier orbital gap   5.10 eV

Each line ends with the natural charge from an NBO analysis.
Positions of all 37 atoms, in Å:
C  -2.913  -0.549  0.655  -0.619
C  -1.266  -0.261  0.674  -0.497
C  -1.065  1.207  -0.030  -0.184
Cl  -1.026  0.874  -1.891  -0.074
C  0.365  1.955  0.371  -0.155
S  1.729  0.751  -0.214  -0.013
C  0.595  2.134  1.981  -0.492
C  2.000  2.848  2.420  -0.115
O  2.727  3.534  1.344  -0.660
S  1.613  4.518  0.509  2.099
O  2.309  5.594  -0.398  -0.856
O  0.630  5.305  1.429  -0.889
C  0.546  3.317  -0.522  -0.407
Cl  -1.019  4.231  -0.903  0.009
H  -3.371  0.326  1.327  0.165
H  -3.168  -1.604  1.115  0.240
H  -3.350  -0.396  -0.420  0.219
H  -0.957  -0.321  1.800  0.198
H  -0.762  -1.150  0.055  0.362
H  -2.018  1.854  0.282  0.248
H  2.921  1.054  0.475  0.137
H  0.622  1.035  2.445  0.263
H  -0.297  2.678  2.514  0.244
H  2.771  2.077  2.903  0.220
H  1.733  3.598  3.309  0.220
H  1.185  3.053  -1.473  0.302
C  0.077  -3.647  -2.863  -0.623
C  0.218  -3.914  -1.355  0.130
C  -0.336  -5.312  -1.033  -0.622
O  -0.521  -3.026  -0.714  -0.969
H  -0.967  -3.690  -3.201  0.185
H  0.478  -2.663  -3.136  0.190
H  0.634  -4.397  -3.436  0.155
H  1.299  -3.968  -1.160  0.063
H  -1.396  -5.416  -1.303  0.184
H  -0.238  -5.547  0.034  0.187
H  0.217  -6.078  -1.588  0.155



(3)
Molecular formula: C10H19ClN3
Method: DFT, ωB97M-V/def2-TZVPD

Computed properties:
Energy above the lowest of the compared OMol25 structures with the same formula, charge and spin   0.215 eV
Energy   -27664.9018 eV
Structure (SMILES)   CCCNc1[nH]c([C@@H](C)CC)[nH+]c1Cl
Net charge   +1
LUMO level   -2.583 eV
Frontier orbital gap   9.71 eV

Each line ends with the natural charge from an NBO analysis.
Positions of all 33 atoms, in Å:
C  -4.192  -0.220  1.942  -0.608
C  -3.620  1.112  1.397  -0.410
C  -2.508  0.894  0.347  -0.235
N  -1.513  2.016  0.385  -0.565
C  -0.193  1.596  0.199  0.286
N  0.305  0.393  -0.293  -0.496
C  1.635  0.426  -0.258  0.472
C  2.671  -0.611  -0.632  -0.258
C  2.597  -1.779  0.401  -0.614
C  2.627  -1.044  -2.121  -0.392
C  1.561  -2.108  -2.470  -0.613
N  2.016  1.599  0.216  -0.466
C  0.882  2.348  0.520  0.021
Cl  0.842  3.914  1.202  0.108
H  -4.238  -0.964  1.139  0.207
H  -5.203  -0.085  2.343  0.231
H  -3.578  -0.558  2.787  0.210
H  -3.281  1.711  2.255  0.200
H  -4.454  1.668  0.951  0.223
H  -2.047  -0.092  0.497  0.167
H  -3.008  0.981  -0.626  0.219
H  -1.542  2.330  1.356  0.393
H  -0.250  -0.381  -0.627  0.456
H  3.646  -0.129  -0.476  0.232
H  2.145  -1.402  1.331  0.216
H  3.617  -2.078  0.662  0.241
H  1.987  -2.627  0.083  0.228
H  2.506  -0.158  -2.757  0.217
H  3.605  -1.497  -2.335  0.229
H  1.806  -3.041  -1.955  0.219
H  0.541  -1.756  -2.272  0.182
H  1.657  -2.324  -3.542  0.242
H  2.982  1.863  0.351  0.458